47
Properties=species:S:1:pos:R:3:nbo_charge:R:1 method="wB97M-V/def2-TZVPD" total_energy_ha=-1126.84307 charge=0 homo_ev=-8.6 smiles="O=C(CN1C(=O)COc2ccccc21)NCCCN1CCOCC1"
O -0.84495 0.91211 -2.11483 -0.623
C -0.44478 -0.22858 -2.04074 0.670
N -1.08209 -1.21990 -1.39026 -0.608
H -0.68005 -2.14531 -1.38865 0.397
C -2.18567 -0.96872 -0.49435 -0.250
H -2.49923 0.06323 -0.66804 0.258
H -3.01155 -1.64534 -0.72686 0.194
C -1.76039 -1.10611 0.97305 -0.407
H -1.84184 -2.14104 1.30948 0.207
C -2.62390 -0.21510 1.87028 -0.209
N -2.63596 1.14971 1.38398 -0.454
C -1.40159 1.87301 1.63027 -0.261
H -0.55556 1.30228 1.24816 0.216
C -1.46544 3.20922 0.89159 -0.077
O -2.56486 3.98021 1.32092 -0.524
C -3.76505 3.27326 1.12331 -0.071
C -3.75545 1.93553 1.86636 -0.242
H -4.68490 1.40029 1.66029 0.201
H -3.68669 2.12355 2.95322 0.165
H -4.56598 3.91599 1.49321 0.191
H -3.91150 3.08107 0.05000 0.168
H -0.57599 3.80732 1.09574 0.187
H -1.53841 3.01022 -0.18718 0.184
H -1.25053 2.05348 2.71071 0.166
H -3.65307 -0.58310 1.84417 0.194
H -2.26361 -0.28480 2.91164 0.174
H -0.71328 -0.80955 1.06461 0.204
C 0.87418 -0.68846 -2.67330 -0.327
N 1.72989 -1.28670 -1.66407 -0.440
C 2.03237 -2.60700 -1.76378 0.654
O 1.60757 -3.31956 -2.65059 -0.603
C 2.97865 -3.11436 -0.68618 -0.155
H 4.00810 -2.86271 -0.99092 0.195
O 2.70554 -2.59074 0.59311 -0.475
C 2.52864 -1.23470 0.61455 0.248
C 2.76324 -0.55465 1.79978 -0.233
C 2.58296 0.81560 1.85955 -0.212
C 2.18023 1.50757 0.73091 -0.224
C 1.92387 0.83399 -0.45129 -0.248
C 2.08011 -0.54512 -0.51927 0.143
H 1.58040 1.38969 -1.30678 0.239
H 2.04866 2.57732 0.76625 0.221
H 2.76468 1.33981 2.78446 0.220
H 3.08217 -1.12136 2.65959 0.229
H 2.88970 -4.19946 -0.61022 0.226
H 1.37027 0.16150 -3.14704 0.225
H 0.68616 -1.45985 -3.42568 0.268